# C34H57N3O2SiSn

A molecular structure, C34H57N3O2SiSn in a non-equilibrium geometry (ωB97M-V/def2-TZVPD, the OMol25 dataset).

The geometry in ORCA input format:
```
! wB97M-V def2-TZVPD RIJCOSX def2/J DEFGRID3
* xyz 0 1
O 1.28 -1.20 -0.20
O 0.98 -0.17 -3.88
C 2.58 -1.80 -0.04
C 2.70 -2.86 1.03
H 3.26 -0.95 0.18
H 2.86 -2.21 -1.02
H 2.22 -2.56 1.97
H 3.76 -3.05 1.24
H 2.26 -3.81 0.70
C 0.21 -2.17 -0.23
C 0.19 -2.95 -1.53
H -0.71 -1.58 -0.10
H 0.27 -2.84 0.64
H 0.24 -2.29 -2.40
H -0.73 -3.53 -1.58
H 1.03 -3.66 -1.56
C -0.08 0.44 -4.63
C 1.93 -0.86 -4.70
C -1.40 -0.30 -4.48
H 0.18 0.49 -5.71
H -0.18 1.47 -4.26
H -1.30 -1.34 -4.81
H -2.16 0.19 -5.10
H -1.74 -0.28 -3.44
C 1.32 -2.02 -5.48
H 2.71 -1.21 -4.01
H 2.38 -0.15 -5.41
H 0.75 -2.69 -4.83
H 2.13 -2.60 -5.93
H 0.67 -1.66 -6.28
H 1.49 0.54 -1.88
N -0.67 -0.86 3.34
C -1.15 0.06 4.44
C -2.34 0.82 3.98
C -2.52 1.48 2.77
C -1.39 -0.62 5.77
H -0.47 -1.02 6.19
H -2.15 -1.40 5.64
H -1.77 0.16 6.44
C -3.72 2.38 2.68
H -4.39 2.09 1.86
H -3.43 3.43 2.55
H -4.27 2.30 3.62
N -1.71 1.38 1.71
C -0.44 -2.22 3.58
C 0.75 -2.72 4.12
C 1.87 -1.84 4.57
C 0.86 -4.11 4.25
H 1.78 -4.51 4.68
C -0.19 -4.96 3.89
H -0.07 -6.04 4.01
C -1.39 -4.43 3.41
H -2.24 -5.08 3.18
C -1.53 -3.06 3.26
C -2.80 -2.42 2.80
C -1.97 2.02 0.49
C -1.39 3.29 0.23
C -0.65 4.05 1.29
C -1.52 3.82 -1.05
H -1.08 4.80 -1.26
C -2.22 3.13 -2.04
H -2.33 3.57 -3.04
C -2.81 1.89 -1.77
H -3.38 1.36 -2.54
C -2.70 1.32 -0.51
C -3.31 -0.01 -0.24
Sn 0.77 1.08 1.38
H 2.44 -1.41 3.74
H 2.56 -2.45 5.16
H 1.54 -1.02 5.21
H -2.60 -1.53 2.19
H -3.43 -2.12 3.65
H -3.38 -3.13 2.20
H -0.19 4.93 0.83
H 0.19 3.51 1.79
H -1.32 4.39 2.09
H -3.93 -0.01 0.67
H -2.56 -0.81 -0.13
H -3.96 -0.30 -1.08
H -3.15 0.92 4.71
C 1.45 1.66 -1.73
Si 2.66 2.71 -2.75
H 0.41 1.96 -1.91
H 1.74 1.94 -0.70
C 4.30 1.84 -2.93
C 2.92 4.34 -1.84
C 2.05 3.19 -4.45
H 2.86 3.70 -5.00
H 1.20 3.89 -4.37
H 1.73 2.34 -5.06
H 4.81 1.73 -1.96
H 4.97 2.40 -3.59
H 4.18 0.83 -3.36
H 2.98 4.20 -0.75
H 2.09 5.03 -2.04
H 3.85 4.82 -2.17
N 0.08 0.83 4.33
C 0.40 0.07 3.29
*
```

Calculated values
* LUMO energy: -0.45 eV
* relative energy (zero: lowest compared OMol25 entry of this formula, charge and spin): 0.000 eV
* HOMO level: -6.6 eV

---

# C34H58BF7N2O17P

6 unconnected molecules or ions with the total composition C34H58BF7N2O17P (ωB97M-V/def2-TZVPD, the OMol25 dataset).

The geometry in ORCA input format:
```
! wB97M-V def2-TZVPD RIJCOSX def2/J DEFGRID3
* xyz 1 1
C -6.17 -4.37 0.01
C -5.21 -4.17 -1.15
N -4.92 -2.73 -1.37
P -3.83 -1.94 -0.43
C -3.52 -0.36 -1.21
C -3.00 -0.38 -2.66
C -2.41 1.00 -2.96
C -1.10 1.27 -2.23
C -0.69 2.75 -2.21
C -0.05 3.17 -0.88
C 0.93 2.13 -0.31
C 2.13 2.72 0.42
C 2.78 1.72 1.36
C 3.49 0.57 0.63
C 4.48 -0.16 1.53
O 4.39 -1.55 1.28
C 5.17 -2.33 2.17
B -4.64 -1.51 1.36
O -3.92 -1.66 2.49
N -5.94 -0.94 1.24
C -5.89 0.54 1.38
C -6.91 -1.56 2.17
C -2.26 -3.00 -0.29
F -2.12 -3.63 -1.47
F -2.50 -3.94 0.66
C -0.87 -2.35 -0.01
F -0.59 -1.54 -1.04
F 0.01 -3.36 0.01
C -0.68 -1.56 1.30
F 0.59 -1.23 1.45
F -1.43 -0.45 1.27
F -1.06 -2.31 2.35
H -7.05 -3.73 -0.08
H -6.49 -5.41 0.03
H -5.67 -4.20 0.97
H -4.30 -4.75 -0.99
H -5.65 -4.54 -2.07
H -4.78 -2.52 -2.35
H -2.91 0.25 -0.55
H -4.52 0.09 -1.20
H -2.29 -1.18 -2.86
H -3.86 -0.53 -3.32
H -2.27 1.13 -4.04
H -3.16 1.74 -2.66
H -0.31 0.66 -2.67
H -1.22 0.94 -1.19
H -1.55 3.39 -2.41
H 0.04 2.92 -3.01
H 0.47 4.12 -1.01
H -0.86 3.30 -0.16
H 0.39 1.50 0.42
H 1.27 1.43 -1.08
H 2.88 3.03 -0.32
H 1.81 3.60 0.99
H 3.51 2.23 2.00
H 2.02 1.28 2.02
H 2.76 -0.17 0.29
H 4.00 0.97 -0.26
H 4.23 0.04 2.58
H 5.49 0.20 1.33
H 6.14 -2.58 1.73
H 5.35 -1.80 3.11
H 4.63 -3.25 2.39
H -3.43 -2.48 2.64
H -5.62 0.83 2.40
H -5.18 0.98 0.68
H -6.87 0.94 1.16
H -6.43 -2.18 2.93
H -7.62 -2.17 1.62
H -7.46 -0.78 2.69
C -4.39 5.85 -1.09
C -5.73 5.29 -0.63
O -5.48 3.87 -0.67
C -4.16 3.67 -0.57
O -3.66 2.59 -0.42
O -3.48 4.81 -0.67
H -4.13 6.79 -0.61
H -4.32 5.95 -2.17
H -5.98 5.57 0.39
H -6.55 5.54 -1.29
C 9.42 1.74 2.07
C 8.68 1.70 0.75
O 7.33 2.00 1.15
C 7.37 2.67 2.33
O 6.43 3.19 2.84
O 8.62 2.65 2.84
H 10.44 2.11 1.99
H 9.42 0.77 2.58
H 9.01 2.47 0.06
H 8.71 0.73 0.26
C 14.82 0.12 2.64
C 13.77 0.07 3.73
O 12.62 0.61 3.07
C 12.78 0.44 1.74
O 11.93 0.63 0.93
O 14.03 0.02 1.45
H 15.54 -0.69 2.68
H 15.36 1.08 2.62
H 13.54 -0.95 4.05
H 14.01 0.68 4.61
C -4.11 -7.31 1.42
C -3.61 -8.75 1.35
O -4.69 -9.46 1.95
C -5.82 -8.73 1.83
O -6.92 -9.11 2.08
O -5.53 -7.48 1.38
H -3.78 -6.70 0.57
H -3.83 -6.82 2.35
H -3.49 -9.10 0.33
H -2.70 -8.92 1.91
C -2.74 4.85 -6.56
C -2.79 3.94 -5.34
O -3.30 4.82 -4.33
C -3.98 5.83 -4.94
O -4.65 6.62 -4.37
O -3.78 5.79 -6.27
H -2.94 4.35 -7.50
H -1.80 5.40 -6.63
H -3.48 3.12 -5.47
H -1.82 3.56 -5.03
*
```

Calculated values
* LUMO energy: -2.94 eV
* HOMO level: -10.9 eV